C30H25Cl52FNO | the ωB97M-V functional and the def2-TZVPD basis

Structure (XYZ):
```
110
Properties=species:S:1:pos:R:3:lowdin_charge:R:1
C 0.21116 -0.95449 2.10500 -0.079
C -1.07853 -1.14432 1.24377 -0.206
N -0.70500 -1.81349 -0.01997 -0.116
C -1.87492 -2.34394 -0.72824 -0.189
C -1.42283 -3.36998 -1.82002 -0.232
C -0.26822 -4.29040 -1.35905 -0.317
C 0.44427 -4.97620 -2.56727 -0.198
C -0.33694 -5.07106 -3.88771 -0.252
F -1.40155 -5.96610 -3.74022 -0.100
C -0.90770 -5.39735 -0.48994 -0.223
C 0.15282 -6.21085 0.34161 -0.152
C 1.47440 -5.48689 0.52133 -0.228
C 2.56440 -5.75353 -0.27958 -0.071
C 3.75682 -5.11855 -0.15087 -0.093
C 3.89096 -4.15779 0.82007 -0.171
C 2.83871 -3.89576 1.64015 -0.214
C 1.61814 -4.55151 1.52142 -0.125
C 0.03812 -0.90098 -0.81552 -0.499
C 1.47302 -1.31416 -1.16863 0.011
O -0.37297 0.15158 -1.18382 0.100
H 0.02136 -1.29117 3.12667 0.022
H 0.58149 0.07607 2.07222 0.048
H 0.97089 -1.59470 1.64384 0.051
H -1.50527 -0.14798 1.03608 0.107
H -1.79095 -1.81156 1.73531 0.108
H -2.31733 -1.49288 -1.28729 0.081
H -2.61556 -2.76508 -0.04395 0.107
H -1.03269 -2.75995 -2.65131 0.078
H -2.26332 -4.02341 -2.13837 0.070
H 1.42393 -4.47120 -2.71042 0.089
H 0.69105 -5.99486 -2.23212 0.082
H 0.34300 -5.53762 -4.62988 0.099
H -0.64589 -4.12499 -4.36098 0.005
H -1.55137 -4.90894 0.25992 0.090
H -1.51602 -6.09678 -1.11236 0.092
H 0.30308 -7.19179 -0.13227 0.098
H -0.27000 -6.43427 1.33389 0.098
H 2.43037 -6.50290 -1.05360 0.108
H 4.54667 -5.38712 -0.84683 0.105
H 4.82223 -3.60808 0.93240 -0.023
H 2.96933 -3.13695 2.38592 0.006
H 0.79155 -4.35955 2.17520 0.055
H 1.48734 -1.69353 -2.19823 0.082
H 2.15211 -0.46501 -1.03258 0.071
H 1.74555 -2.16359 -0.53062 0.061
C -4.03046 -3.01062 -4.74212 -1.995
Cl -2.35430 -2.91670 -5.29801 0.572
Cl -4.34487 -4.60832 -4.06921 0.570
Cl -4.23703 -1.76312 -3.51138 0.530
Cl -5.14359 -2.70612 -6.09148 0.501
C -0.76819 1.83785 -6.48194 -2.007
Cl 0.98600 1.80648 -6.31491 0.530
Cl -1.36935 0.17410 -6.73036 0.412
Cl -1.48811 2.52022 -5.02485 0.542
Cl -1.19788 2.84857 -7.87430 0.499
C -5.62663 1.58101 -5.70721 -1.994
Cl -4.16360 0.89796 -6.43418 0.458
Cl -5.24489 3.09221 -4.87236 0.531
Cl -6.81664 1.90392 -6.98357 0.490
Cl -6.32369 0.41538 -4.57514 0.507
C -3.84161 0.93966 -10.64195 -2.024
Cl -4.13706 -0.24243 -11.92900 0.520
Cl -3.42558 2.50372 -11.36365 0.518
Cl -5.29840 1.11591 -9.66750 0.498
Cl -2.50085 0.38861 -9.63148 0.469
C 1.74937 -1.26713 -9.27349 -2.041
Cl 1.91964 -1.98750 -10.88223 0.519
Cl 3.33958 -1.13939 -8.51651 0.528
Cl 1.03212 0.34250 -9.42305 0.489
Cl 0.70983 -2.29208 -8.27905 0.520
C 6.67365 -0.65476 -0.57610 -2.024
Cl 8.34976 -0.96471 -1.06287 0.511
Cl 6.64175 0.42752 0.82018 0.489
Cl 5.79931 0.09298 -1.91635 0.528
Cl 5.88168 -2.16657 -0.12075 0.619
C 3.69192 2.11834 3.14577 -2.037
Cl 5.39947 2.52375 2.89396 0.489
Cl 3.51759 0.36517 3.27100 0.540
Cl 3.12044 2.87593 4.63835 0.501
Cl 2.73838 2.70781 1.78065 0.536
C 2.87809 6.48625 6.72260 -2.051
Cl 3.27591 7.12703 5.12632 0.505
Cl 1.44198 5.46783 6.59536 0.499
Cl 4.23299 5.52771 7.33258 0.522
Cl 2.55524 7.82563 7.83351 0.520
C 2.14444 10.16323 2.53332 -2.058
Cl 1.42574 11.18845 1.28527 0.523
Cl 2.80174 8.70104 1.78802 0.519
Cl 3.44452 11.04541 3.34525 0.517
Cl 0.90619 9.71991 3.71601 0.500
C 1.27318 -3.54073 5.68970 -1.974
Cl 1.83749 -3.65223 4.01445 0.706
Cl 2.65966 -3.62873 6.79140 0.515
Cl 0.42900 -2.00188 5.93473 0.503
Cl 0.16387 -4.87976 6.03266 0.523
C -1.03524 0.13888 9.45599 -2.057
Cl -1.18062 0.79076 7.81927 0.507
Cl 0.46669 0.71799 10.18852 0.517
Cl -2.41163 0.67884 10.42880 0.514
Cl -1.01658 -1.62536 9.39000 0.517
C -2.86099 6.34029 5.95107 -2.037
Cl -4.35682 6.81821 5.13191 0.513
Cl -2.76625 4.57698 6.00999 0.533
Cl -1.47434 6.97599 5.06212 0.508
Cl -2.84503 6.98735 7.59852 0.488
C -4.18880 10.91875 7.91436 -2.041
Cl -2.57918 10.92210 8.64958 0.519
Cl -4.34737 9.51234 6.86019 0.475
Cl -5.41657 10.84488 9.18594 0.521
Cl -4.40750 12.39924 6.97010 0.520
```

The HOMO-LUMO gap is 2.646 eV. The calculation puts the HOMO energy at -0.059 hartree. The calculation puts the LUMO energy at 1.1 eV. The net charge is -1.